Entry 1:
Formula: C20H16BrN4O6Rh
Source: the OMol25 dataset
Level of theory: wB97M-V/def2-TZVPD

The geometry in XYZ format:
```
48
Properties=species:S:1:pos:R:3:forces:R:3
Rh 0.7034 -1.0751 -0.1231 0.918 -1.722 -0.996
C -3.3106 -3.8803 -0.0160 0.709 0.007 0.511
O -3.1447 -3.5583 1.3975 -0.331 0.335 -0.392
C -3.0271 -2.2585 1.8137 -0.497 0.909 1.224
C -4.0565 -1.7073 2.6706 2.840 -1.985 -2.952
C -3.7860 -0.4929 3.2960 -1.396 1.536 1.055
C -2.6514 0.2067 3.0169 0.245 -0.293 0.897
C -1.6143 -0.2421 2.1496 -0.472 0.089 -0.236
C -0.6163 0.6814 1.8627 1.099 1.105 1.107
N 0.4165 0.5179 1.0515 -0.531 2.133 0.400
N 1.2775 1.5447 0.9369 -0.449 -0.419 0.087
C 2.2585 1.2254 0.0621 0.407 -1.841 0.151
O 2.3427 0.1000 -0.5554 0.130 2.181 0.442
C 3.4075 2.1063 -0.0568 -0.429 1.596 -1.149
C 4.5420 1.5537 -0.6603 -0.628 -0.912 1.301
C 5.6111 2.3483 -0.9165 0.898 1.383 -1.415
C 5.5506 3.7183 -0.6070 0.620 0.325 0.426
C 4.4357 4.2777 -0.0190 -0.360 0.674 0.101
C 3.2912 3.4969 0.1264 0.388 -0.337 0.882
C -1.7215 -1.5352 1.5470 -0.995 -2.096 -0.781
O -0.8284 -2.0906 0.7951 -3.023 0.213 2.213
H -3.9905 -4.7910 -0.0010 0.881 1.332 -0.470
H -2.2938 -4.0852 -0.4593 -1.062 -0.151 0.452
H -3.7019 -2.9846 -0.5488 -0.330 -0.831 0.303
H -4.9732 -2.2837 2.7378 0.129 0.138 0.328
H -4.5745 -0.0493 3.9907 1.331 -0.645 -0.926
H -2.3962 1.0586 3.6227 -0.270 0.525 -0.128
H -0.5980 1.6205 2.4480 -0.252 -0.320 -0.493
H 4.5256 0.4619 -0.7479 0.282 0.569 -0.470
H 6.4137 2.0077 -1.5720 0.120 -0.173 0.663
H 6.3765 4.4287 -0.7397 -0.015 -0.765 -0.266
H 4.4786 5.3457 0.3116 -0.309 -1.057 -0.547
H 2.3706 3.9650 0.4696 0.104 -0.378 0.045
O 3.1344 -3.7688 1.0968 -1.224 1.354 0.520
N 2.2596 -2.9429 0.8628 0.625 -0.034 -0.855
O 2.0878 -1.8130 1.4581 1.084 -1.727 0.536
O 1.4736 -3.1005 -0.1319 0.643 -1.187 -0.152
Br -3.8510 1.1810 -4.9512 1.458 -0.569 1.648
C -2.5508 0.5790 -3.5604 1.377 -0.334 -0.081
C -2.7892 -0.5241 -2.7352 -1.988 0.112 -0.231
C -1.8643 -0.9681 -1.8165 0.411 -0.317 1.193
N -0.6704 -0.3662 -1.5620 -1.602 0.471 -2.922
C -0.3622 0.6464 -2.4082 -0.769 0.476 -0.191
C -1.2447 1.1195 -3.4193 -1.008 -0.030 0.363
H -3.7969 -0.9918 -2.6824 0.920 0.224 -0.391
H -2.1362 -1.8460 -1.1767 0.555 1.057 -0.662
H 0.5976 1.1741 -2.2451 -0.637 -0.539 -0.140
H -1.0042 1.9903 -4.0125 0.403 -0.082 -0.004
```
Forces are in eV/Å.

Summary:
Electronic energy in hartree: -4126.45883
2S+1: 5

Entry 2:
Formula: C14H22N2NbO3P2
Source: the OMol25 dataset
Level of theory: wB97M-V/def2-TZVPD

The geometry in XYZ format:
```
44
Properties=species:S:1:pos:R:3:forces:R:3
Nb 1.0936 -0.1013 -0.3204 5.036 1.027 3.021
N 1.3761 -0.8853 -2.3997 -1.638 0.337 0.670
C 2.5983 -0.3095 -2.9185 1.878 0.644 -0.566
C 3.7214 -0.1811 -1.8375 0.478 1.959 -2.524
O 4.7826 0.2273 -2.2319 -0.532 -0.988 1.205
N 3.2432 -0.1891 -0.5403 -3.808 -0.541 1.080
C 3.9723 0.1681 0.6664 1.195 1.419 -0.707
C 3.0486 0.4429 1.7943 3.182 1.662 3.914
O 3.5335 0.6722 2.8930 -2.489 -0.750 -2.838
O 1.7271 0.5261 1.4637 -2.026 -1.560 -3.362
H 1.3942 -1.9100 -2.4787 -0.092 0.293 -0.042
H 0.5868 -0.5260 -2.9730 0.351 -0.635 0.202
H 2.4396 0.7138 -3.3408 -0.049 -0.657 0.587
H 2.9591 -0.8821 -3.7666 0.256 -0.172 -0.018
H 4.6465 1.0866 0.5408 -0.910 -1.151 -0.089
H 4.5998 -0.5821 1.1114 0.616 -0.833 -0.547
C -1.6686 -2.4395 -1.2503 1.811 -0.072 -0.284
P -0.6114 -1.7831 0.1868 -2.762 -2.742 0.191
C -0.2297 -3.0922 1.4528 1.370 -0.233 -0.463
C -1.7636 -0.6302 0.9578 -0.376 0.011 0.236
C -2.7343 -1.2040 1.8042 1.181 0.624 -0.255
C -3.4655 -0.3657 2.6227 -0.741 -0.067 0.561
C -3.3563 1.0153 2.4855 0.631 0.708 -0.425
C -2.4742 1.5958 1.5548 -1.313 0.808 0.816
C -1.6952 0.7717 0.7859 1.011 -1.067 -0.361
P -0.6699 1.5738 -0.4774 -2.975 4.252 -0.415
C -0.0726 3.1589 0.3975 1.102 -0.701 -0.355
C -1.9071 2.2389 -1.8194 0.921 -1.515 -0.718
H -2.3984 -3.1833 -0.9110 0.149 0.265 0.191
H -1.0019 -2.9068 -2.0024 -0.401 -0.079 0.418
H -2.1372 -1.5936 -1.7487 -0.236 0.078 0.232
H -0.9346 -3.2251 2.2990 0.267 0.261 -0.811
H 0.7663 -2.8321 1.8368 -0.316 0.341 0.459
H 0.0578 -4.0491 0.9733 -0.840 0.303 -0.083
H -2.8199 -2.2780 1.8330 -0.192 -0.098 0.320
H -4.1233 -0.7881 3.3982 0.184 0.239 -0.586
H -3.9300 1.7131 3.0806 -0.186 -0.269 0.186
H -2.4885 2.7006 1.4307 0.118 -0.964 0.164
H 0.0916 2.8633 1.4338 -0.257 0.091 0.122
H -0.6986 4.0726 0.3164 0.133 -0.877 -0.268
H 0.9488 3.3591 0.0248 -0.517 0.278 -0.078
H -2.5810 3.0457 -1.5123 0.589 -0.012 0.656
H -2.5757 1.4124 -2.1688 0.783 0.467 0.229
H -1.2495 2.5790 -2.6464 -0.585 -0.084 0.334
```
Forces are in eV/Å.

Summary:
Charge: +3
Energy relative to the best compared isomer or geometry (same formula, charge and spin) in kJ/mol: 0.0

Entry 3:
Formula: C5H11O3
Source: the OMol25 dataset
Level of theory: wB97M-V/def2-TZVPD

The geometry in XYZ format:
```
19
Properties=species:S:1:pos:R:3:forces:R:3
C 0.6626 -1.4936 0.9471 -0.328 -0.459 -1.603
C 1.5513 -0.4989 1.6620 4.262 -4.526 0.618
C -0.8273 -1.3080 1.2323 -2.031 -1.353 -1.129
O 0.9409 -1.4773 -0.4282 -0.503 2.038 -2.526
H 1.0729 -2.4989 1.0170 -0.617 -0.495 1.893
H 1.2114 0.4261 1.5003 -1.360 3.797 -0.001
H -1.1088 -1.7617 2.1600 -0.012 -0.346 0.933
H -1.2220 -0.3135 1.2705 0.596 1.123 0.119
H -1.6351 -1.7116 0.4839 2.189 0.110 0.816
H 0.3849 -0.7747 -0.9971 0.422 -1.161 1.313
H 2.5621 -0.5808 1.0270 -1.891 0.234 1.640
H 1.8097 -0.8014 2.7709 -0.743 0.917 -2.000
C -0.4061 2.3623 -1.9238 2.110 -0.215 -0.367
C -1.2952 1.1471 -1.6459 0.575 -1.888 -0.350
O -0.8782 -0.0864 -1.6241 0.637 2.039 -0.230
O -2.4602 1.4354 -1.4869 -2.357 0.762 0.434
H -0.2285 2.9449 -0.9887 -0.647 -0.123 -0.738
H -0.7461 2.9883 -2.8010 0.001 -0.614 1.275
H 0.6118 2.0026 -2.1752 -0.303 0.160 -0.098
```
Forces are in eV/Å.

Summary:
Charge: -1
Energy relative to the best compared isomer or geometry (same formula, charge and spin) in kJ/mol: 170.3

Entry 4:
Formula: C4H11NO2
Source: the OMol25 dataset
Level of theory: wB97M-V/def2-TZVPD

The geometry in XYZ format:
```
18
Properties=species:S:1:pos:R:3:forces:R:3
C -1.6494 -1.4215 -1.2587 0.169 0.140 -0.187
O 2.1943 0.5823 -0.7728 -0.072 0.087 -0.397
C -1.1145 -0.5980 -0.2659 0.091 2.875 0.994
C 0.2293 -0.9713 0.4055 1.143 -1.478 -0.826
C 0.7307 0.1194 1.3577 0.006 -0.024 0.503
O -0.2561 1.0550 1.7132 0.390 -0.052 0.286
N -0.7510 0.8530 -0.9093 -0.601 -3.444 -1.020
H -1.1937 -1.4175 -2.2452 0.091 -0.215 0.050
H -2.5914 -1.9458 -1.1554 0.091 -0.173 0.162
H 2.9552 1.1405 -0.9648 -0.048 0.008 -0.123
H -1.7922 -0.3762 0.5664 -0.182 -0.222 -0.100
H 0.2403 -1.9616 0.8732 -0.425 0.063 0.111
H 0.8927 -1.0752 -0.4573 0.292 0.188 0.273
H 1.1355 -0.3591 2.2516 -0.409 0.150 0.245
H 1.6028 0.5830 0.7989 -0.447 -0.174 -0.277
H -0.3679 1.6072 0.9269 -0.205 0.126 0.040
H -1.2707 0.6538 -1.7659 -0.423 1.533 -0.366
H 0.2055 0.6835 -1.2755 0.538 0.613 0.632
```
Forces are in eV/Å.

Summary:
Energy relative to the best compared isomer or geometry (same formula, charge and spin) in kJ/mol: 737.9

Number 1: molecular weight 591.18 g/mol. Number 2: molecular weight 421.19 g/mol. Number 3: molecular weight 119.14 g/mol. Number 4: molecular weight 105.14 g/mol.